No. 1
Computed, not measured: C22H55B3F2NO23PS6 as an isolated structure, with ωB97M-V/def2-TZVPD.

The geometry in XYZ format:
```
113
Properties=species:S:1:pos:R:3
C 1.53934 1.31525 0.45870
P 1.98368 0.06607 -0.79861
C 3.77054 0.18795 -1.14365
B 1.52334 -1.69315 -0.24645
O 1.26104 -2.63474 -1.24413
B 2.22293 -3.61942 -1.13956
O 2.50901 -4.13105 0.12765
B 2.44104 -3.19492 1.11625
N 3.43662 -3.20966 2.22874
C 3.25813 -2.08535 3.07661
O 2.41526 -1.95458 3.87498
F 4.16912 -1.13128 2.82914
C 4.79573 -3.31196 1.79959
O 5.70880 -3.55423 2.50137
F 4.94771 -3.05319 0.49540
O 1.49774 -2.20272 1.06284
H 1.42503 2.25438 -0.07441
H 0.58087 1.08396 0.91142
H 2.27678 1.47298 1.24213
H 3.97374 -0.49492 -1.96738
H 4.41121 -0.09470 -0.31717
H 4.03474 1.18503 -1.47167
H 2.82574 -3.96986 -2.09258
O 1.75736 -5.38393 -3.91257
S 1.38927 -6.26131 -4.98166
O 2.31472 -6.51625 -6.03929
O 0.01254 -5.75929 -5.58286
C -0.08695 -4.35402 -5.93888
C 0.59171 -4.03969 -7.25468
C 0.81172 -7.79150 -4.33580
H 0.30678 -3.74404 -5.12718
H -1.15545 -4.16147 -6.00326
H 1.67265 -4.14792 -7.18024
H 0.36793 -3.01270 -7.54203
H 0.24338 -4.71304 -8.03791
H 0.08142 -7.59081 -3.55753
H 1.67612 -8.30828 -3.92572
H 0.37535 -8.36806 -5.14626
O -1.41988 -0.35797 -2.49626
S -1.70536 -1.27370 -3.55733
O -0.76687 -1.48901 -4.61514
O -3.11673 -0.89817 -4.18340
C -3.31402 0.46785 -4.60533
C -2.65585 0.76645 -5.93726
C -2.16858 -2.82104 -2.86859
H -2.96101 1.14189 -3.82343
H -4.39365 0.58155 -4.67663
H -1.57019 0.73601 -5.85913
H -2.94820 1.75963 -6.27867
H -2.95628 0.03243 -6.68454
H -2.91505 -2.64951 -2.09912
H -1.27158 -3.26563 -2.44095
H -2.56310 -3.45527 -3.65789
O 5.52758 1.72908 0.84404
S 5.67055 2.65845 1.92782
O 4.70986 3.70668 2.07493
O 7.12912 3.28924 1.85084
C 7.54823 3.83738 0.58354
C 6.95334 5.20545 0.31652
C 5.86626 1.81063 3.44874
H 7.30708 3.13231 -0.21302
H 8.63226 3.89810 0.65253
H 5.87687 5.14760 0.16419
H 7.40512 5.63609 -0.57734
H 7.13301 5.87126 1.16029
H 6.62496 1.04239 3.32496
H 4.90674 1.36060 3.69226
H 6.14922 2.52877 4.21351
O -5.74086 -2.30905 -1.33410
S -5.45993 -2.00186 0.03841
O -4.84726 -2.98054 0.88258
O -6.77763 -1.46281 0.72146
C -7.97830 -2.25010 0.60605
C -8.01349 -3.41492 1.57533
C -4.54281 -0.50528 0.12559
H -8.09386 -2.58951 -0.42553
H -8.78824 -1.55554 0.81614
H -7.26288 -4.16412 1.32714
H -8.99492 -3.88853 1.54633
H -7.81497 -3.07123 2.58984
H -5.04259 0.24065 -0.48643
H -3.54496 -0.71356 -0.25821
H -4.49110 -0.19142 1.16415
O -9.80788 0.71278 0.18501
S -8.93383 1.24010 -0.81891
O -7.51748 1.14973 -0.65544
O -9.33494 2.74937 -1.09356
C -9.43883 3.63119 0.04913
C -8.08619 4.09211 0.55163
C -9.37463 0.59023 -2.39091
H -10.01325 3.13760 0.83363
H -10.02413 4.47571 -0.30704
H -7.52177 3.26857 0.98624
H -8.21953 4.85779 1.31561
H -7.49537 4.50588 -0.26492
H -10.44616 0.70123 -2.52813
H -9.09393 -0.46088 -2.38757
H -8.82136 1.12601 -3.15682
O 5.94614 4.18607 5.68594
S 6.81883 4.82558 6.62459
O 7.93916 4.11049 7.14739
O 5.94531 5.39500 7.81744
C 5.02537 4.48548 8.46704
C 5.71991 3.55170 9.43659
C 7.35748 6.36801 5.97857
H 4.46615 3.93687 7.70855
H 4.32437 5.13095 8.99096
H 6.36450 2.84503 8.91641
H 4.97627 2.98807 9.99966
H 6.33946 4.11532 10.13330
H 6.49317 6.91645 5.61582
H 8.04064 6.14624 5.16205
H 7.87071 6.91376 6.76506
```

Summary:
- frontier orbital gap (eV) = 7.9
- M (g mol⁻¹) = 995.5
- net charge = 0

Here are the Mulliken charges for atoms 1 to 4, given in e: C -1.06; P 0.35; C -1.15; B 0.34

---

No. 2
Computed, not measured: a 3-piece molecular cluster, C22H55BFN7O7P2 overall, with ωB97M-V/def2-TZVPD.

The geometry in XYZ format:
```
95
Properties=species:S:1:pos:R:3
N 10.21471 3.27929 -2.64241
C 9.65316 4.64277 -2.89154
C 8.28761 4.50727 -3.64295
C 7.45737 5.79256 -3.34156
C 6.20939 5.94805 -4.26855
C 4.86879 5.40544 -3.67790
C 4.08031 6.59641 -3.10032
B 4.77668 7.26654 -1.82635
O 5.31002 8.56405 -1.97957
O 4.85439 6.66683 -0.57183
O 4.21436 4.81984 -4.85403
C 4.71782 3.54184 -4.90203
O 4.68657 2.77778 -5.77141
O 5.39489 3.21380 -3.71508
C 4.88904 4.16259 -2.78364
C 3.43348 3.80385 -2.34304
C 3.20764 2.31152 -2.05099
F 3.22704 1.54334 -3.20952
H 11.22483 3.31543 -2.75472
H 10.04054 3.05026 -1.66805
H 9.38912 5.04197 -1.89070
H 10.37384 5.27983 -3.42111
H 7.81645 3.59846 -3.24512
H 8.47961 4.41321 -4.72472
H 7.24198 5.90338 -2.26313
H 8.13802 6.62894 -3.60009
H 6.07599 7.02900 -4.45266
H 6.47283 5.49770 -5.23847
H 4.03614 7.36356 -3.89507
H 3.02781 6.36380 -2.85251
H 4.54717 9.16459 -1.98971
H 5.79200 6.55739 -0.34402
H 5.39721 4.31523 -1.82056
H 3.23907 4.33928 -1.39434
H 2.64990 4.12191 -3.04743
H 3.85722 1.90880 -1.25787
H 2.17188 2.22495 -1.66856
O -0.17623 -0.78440 1.74653
P -0.55815 -1.85670 0.73385
N 0.90421 -1.78299 -0.15918
C 1.12344 -1.65868 -1.58035
C 2.01394 -2.47892 0.47178
N -1.89585 -0.94941 0.05688
C -1.69968 0.00417 -1.02540
C -2.72546 -0.30379 1.08234
N -1.11016 -3.30897 -0.13693
C -1.79326 -3.30726 -1.41029
C -1.84430 -4.19367 0.78694
H 1.08040 -2.62617 -2.10347
H 2.11328 -1.23395 -1.77424
H 0.43562 -0.96725 -2.06049
H 1.95688 -3.56363 0.29718
H 2.01136 -2.30948 1.55182
H 2.97504 -2.11680 0.10112
H -0.89144 0.71701 -0.81778
H -2.61769 0.56711 -1.20875
H -1.50540 -0.50254 -1.97232
H -2.28601 0.63522 1.43388
H -2.86198 -0.95740 1.94548
H -3.71942 -0.09013 0.68054
H -2.80744 -2.89439 -1.35404
H -1.87266 -4.33905 -1.76553
H -1.24216 -2.77764 -2.18508
H -2.82761 -3.77636 1.04157
H -1.28087 -4.31991 1.71777
H -1.98430 -5.19077 0.36239
O -4.93490 -3.12997 3.08673
P -6.33677 -3.60196 3.45706
N -6.24220 -3.15692 5.10920
C -6.54551 -3.91594 6.29842
C -6.43364 -1.73427 5.34530
N -6.01547 -5.29037 3.11600
C -5.45056 -6.18086 4.12067
C -5.26639 -5.48181 1.87068
N -8.07865 -3.96071 3.57007
C -8.63867 -5.21458 4.02217
C -8.75361 -3.57212 2.31757
H -7.61553 -3.89490 6.55563
H -6.00050 -3.50272 7.15251
H -6.21652 -4.95034 6.23856
H -7.50038 -1.46642 5.32890
H -5.92470 -1.14414 4.57864
H -6.01248 -1.42857 6.30484
H -4.55206 -5.76591 4.59381
H -5.19249 -7.14401 3.67484
H -6.18495 -6.43174 4.88781
H -4.19475 -5.31617 2.01303
H -5.61426 -4.79670 1.09488
H -5.41112 -6.49637 1.49006
H -8.46056 -6.04180 3.32543
H -9.72089 -5.09558 4.12844
H -8.28272 -5.50510 5.00863
H -8.50518 -4.25929 1.49705
H -8.44523 -2.56489 2.01838
H -9.83836 -3.55058 2.44000
```

Summary:
- frontier orbital gap (eV) = 7.1
- M (g mol⁻¹) = 621.5
- net charge = 0
- structure (SMILES) = NCCCC[C@@]1(CB(O)O)OC(=O)O[C@@H]1CCF.CN(C)P(=O)(N(C)C)N(C)C.CN(C)P(=O)(N(C)C)N(C)C

Here are the Mulliken charges for atoms 1 to 4, given in e: N -0.59; C -0.51; C -0.40; C -0.49